# 1
11
Properties=species:S:1:pos:R:3:mulliken_charge:R:1 method="wB97M-V/def2-TZVPD" de_lowest_kj_mol=297.88 total_charge=0 smiles=Oc1noc(S)c1O e_homo_ev=-9.307 gap_ev=9.5 lumo_ev=0.146 spin_multiplicity=1
C 0.58637 0.60656 -1.11270 0.197
C -0.84730 0.40554 0.56677 0.153
C 0.13740 -0.27794 -0.10341 0.750
H 2.06511 -0.50026 -1.74303 0.368
H -1.24566 -0.20949 2.91566 0.176
H 0.00312 -2.00409 0.68996 0.315
N 0.05709 1.77217 -0.94081 -0.401
O 1.49697 0.34316 -2.09382 -0.532
O -0.89705 1.63687 0.08899 -0.169
O 0.60875 -1.55441 0.06892 -0.551
S -1.96480 -0.21811 1.66347 -0.305

---

# 2
11
Properties=species:S:1:pos:R:3:mulliken_charge:R:1 method="wB97M-V/def2-TZVPD" de_lowest_kj_mol=411.18 total_charge=0 e_homo_ev=-9.574 gap_ev=9.0 lumo_ev=-0.612 spin_multiplicity=1
C -0.79678 1.80243 0.75939 0.512
C 0.07942 1.18631 -0.40863 -0.035
C 0.57823 -2.16434 -0.64390 0.051
H -0.73425 -0.01295 1.43236 0.459
H 0.38253 1.80598 -1.17536 0.438
H 0.90446 -1.87984 -1.69712 0.324
N 0.54563 0.06079 -0.85417 -0.382
O -1.09707 0.89768 1.80687 -0.490
O -1.06626 2.92998 0.54333 -0.413
O 0.51894 -1.01342 0.20748 -0.236
S 0.68514 -3.61262 0.02975 -0.230

---

# 3
11
Properties=species:S:1:pos:R:3:mulliken_charge:R:1 method="wB97M-V/def2-TZVPD" de_lowest_kj_mol=305.21 total_charge=0 smiles="O=CONC(=O)C=S" e_homo_ev=-9.355 gap_ev=7.9 lumo_ev=-1.407 spin_multiplicity=1
C -2.28892 -0.32186 -0.88415 0.195
C 0.96575 -0.56145 -0.12159 0.610
C 1.08819 -0.02969 1.29076 -0.275
H -3.22636 -0.08501 -0.45509 0.406
H -0.18913 -0.51983 -1.74507 0.330
H 1.50393 -0.77821 1.95985 0.329
N 0.00914 0.05103 -0.92169 -0.216
O -2.09074 -1.20728 -1.69293 -0.517
O -1.25934 0.40884 -0.39215 -0.178
O 1.65562 -1.47807 -0.51495 -0.538
S 1.05082 1.54475 1.61139 -0.146

---

# 4
11
Properties=species:S:1:pos:R:3:mulliken_charge:R:1 method="wB97M-V/def2-TZVPD" total_charge=+2 e_homo_ev=-19.205 gap_ev=7.7 lumo_ev=-11.546 spin_multiplicity=1
O 0.00171 4.16398 -1.47503 -0.092
C 0.00041 3.06178 -1.19700 0.094
Zn 0.00225 -1.68478 0.37469 0.559
C 1.79476 -1.26038 -0.63051 0.567
C -1.80037 -1.21711 -0.65345 0.511
O 2.78652 -1.30562 -1.23921 0.002
O -2.78487 -1.34874 -1.22163 0.030
N -0.00272 -0.26874 2.22685 -0.753
H 0.76406 -0.43102 2.88439 0.372
H -0.76667 -0.43371 2.87918 0.371
H 0.00023 0.72373 1.89882 0.340

---

# 5
11
Properties=species:S:1:pos:R:3:mulliken_charge:R:1 method="wB97M-V/def2-TZVPD" de_lowest_kj_mol=543.03 total_charge=0 e_homo_ev=-10.628 gap_ev=10.3 lumo_ev=-0.278 spin_multiplicity=1
C -0.89669 0.49473 -0.33257 0.311
C -0.38297 0.93075 1.08155 -0.206
C 1.33144 -0.06969 0.08752 0.531
H 0.08594 -1.98723 -1.34892 0.379
H -0.78810 2.04808 1.41909 0.305
H -0.92966 -0.19966 1.76211 0.263
N 0.24944 -0.08532 -0.88253 0.097
O 0.31894 -1.16658 -1.97164 -0.304
O -2.14523 0.31618 -0.76013 -0.583
O 0.95557 0.67673 1.11396 -0.253
O 2.20132 -0.95800 -0.16845 -0.539

---

# 6
9
Properties=species:S:1:pos:R:3:mulliken_charge:R:1 method="wB97M-V/def2-TZVPD" de_lowest_kj_mol=101.64 total_charge=0 smiles="N#CC(=O)CS" e_homo_ev=-9.896 gap_ev=9.4 lumo_ev=-0.527 spin_multiplicity=1
C 0.06310 0.80391 -0.29094 -0.476
C -0.35725 -0.54531 0.28069 0.493
C 0.26163 -0.89140 1.66471 0.155
H 0.17738 -0.29339 -2.32104 0.126
H -0.80790 1.42412 0.06069 0.267
H 0.96838 1.25837 0.20265 0.371
N 0.67220 -1.30364 2.68569 -0.343
O -0.96207 -1.41916 -0.26889 -0.417
S -0.01547 0.96650 -2.01356 -0.177

---

# 7
9
Properties=species:S:1:pos:R:3:mulliken_charge:R:1 method="wB97M-V/def2-TZVPD" de_lowest_kj_mol=344.56 total_charge=0 e_homo_ev=-9.267 gap_ev=7.6 lumo_ev=-1.641 spin_multiplicity=1
C -4.41070 0.52150 -0.11126 -0.267
C -2.40993 -1.34248 -0.07886 0.763
C -0.14203 0.01408 -0.07919 -0.989
N -5.30487 1.23800 -0.08692 -0.426
O -2.83757 -2.41576 -0.05146 -0.209
S -2.03273 0.22118 -0.11321 0.140
H 0.17549 -0.70277 -0.82621 0.331
H 0.16413 -0.29386 0.91199 0.335
H 0.25477 0.99563 -0.30398 0.323

---

# 8
9
Properties=species:S:1:pos:R:3:mulliken_charge:R:1 method="wB97M-V/def2-TZVPD" de_lowest_kj_mol=18.00 total_charge=0 smiles="S=c1[nH]cco1" e_homo_ev=-8.264 gap_ev=8.9 lumo_ev=0.652 spin_multiplicity=1
C -1.18086 -0.21698 -0.00697 0.148
C 0.97676 0.41480 -0.05224 -0.350
C 0.94606 -0.88874 0.00325 -0.129
H -0.69933 1.86950 0.04859 0.251
H 1.81207 1.10201 -0.03386 0.363
H 1.68009 -1.65895 -0.03088 0.409
N -0.32584 0.89083 0.05080 -0.054
O -0.37277 -1.28979 0.03307 -0.275
S -2.83619 -0.22267 -0.01175 -0.363

---

# 9
9
Properties=species:S:1:pos:R:3:mulliken_charge:R:1 method="wB97M-V/def2-TZVPD" de_lowest_kj_mol=225.65 total_charge=0 smiles="C#CC(=O)NS" e_homo_ev=-9.515 gap_ev=10.1 lumo_ev=0.552 spin_multiplicity=1
C 0.60385 0.90179 -2.30098 0.065
C 0.46946 0.77609 -1.11781 -0.530
C -0.09340 0.69007 0.32516 0.533
N -0.08822 -0.67104 0.65854 -0.272
O -0.56552 1.55303 1.01034 -0.491
S -1.07189 -1.20945 1.94415 -0.155
H 0.72739 1.20169 -3.29079 0.434
H 0.24568 -1.26023 -0.02060 0.268
H -0.22735 -1.98195 2.79198 0.148

---

# 10
9
Properties=species:S:1:pos:R:3:mulliken_charge:R:1 method="wB97M-V/def2-TZVPD" de_lowest_kj_mol=170.63 total_charge=0 smiles="S=c1[nH]cco1" e_homo_ev=-8.276 gap_ev=8.7 lumo_ev=0.424 spin_multiplicity=1
C -1.08904 -0.30137 0.03767 0.205
C 1.08227 0.42856 -0.09356 -0.032
C 0.93233 -0.85682 -0.24717 -0.495
H -0.80317 1.80974 0.39762 0.347
H 1.69745 1.27410 0.00124 0.439
H 1.59426 -1.66830 -0.03467 0.321
N -0.29176 0.84782 -0.05766 -0.223
O -0.34360 -1.33936 0.10893 -0.213
S -2.77874 -0.19437 -0.11240 -0.349

---

# 11
8
Properties=species:S:1:pos:R:3:mulliken_charge:R:1 method="wB97M-V/def2-TZVPD" de_lowest_kj_mol=186.05 total_charge=0 smiles=C#CC#N.S e_homo_ev=-9.769 gap_ev=10.2 lumo_ev=0.441 spin_multiplicity=1
C -2.75864 0.60585 0.58120 -0.120
C -1.96815 -0.21210 0.17786 -0.095
C -1.37594 -1.38842 -0.27367 0.133
N -1.12381 -2.40337 -0.75992 -0.375
S 1.31449 0.20240 -0.04130 -0.353
H -3.30026 1.25431 1.12263 0.472
H 2.55688 -0.37637 -0.17179 0.173
H 1.14814 -0.44088 1.11635 0.165

---

# 12
9
Properties=species:S:1:pos:R:3:mulliken_charge:R:1 method="wB97M-V/def2-TZVPD" de_lowest_kj_mol=404.14 total_charge=0 e_homo_ev=-9.371 gap_ev=7.9 lumo_ev=-1.471 spin_multiplicity=1
C -1.47706 0.62312 -0.43406 0.002
C 0.93264 -0.02849 0.97030 -0.451
C 2.02716 -0.41229 0.05587 0.283
H -2.22930 1.57439 -0.60147 0.295
H -0.15069 -0.90915 1.01447 0.271
H 1.20822 0.33395 2.49248 0.293
N 2.62149 -0.96894 -0.73640 -0.398
S -1.82513 -0.94434 0.01198 -0.264
S 0.19544 1.23743 -0.09344 -0.030